This record from OMol25 describes a structure of composition C19H21BeIN2 at a distorted geometry. The level of theory is ωB97M-V with the def2-TZVPD basis set.

Computed properties:
relative energy (zero: lowest compared OMol25 entry of this formula, charge and spin)	0.243	eV
HOMO (spin up / spin down)	-5.44 / -7.47	eV
spin multiplicity	1
total energy	-1158.4425	a.u.

Geometry (Å):
I1 0.3359 -0.2126 2.4575
N1 -0.1295 2.3300 -1.4502
N2 -2.1325 0.7763 -1.4506
C1 0.4210 -2.4588 -2.8014
C2 2.3414 -0.9719 -2.7810
C3 1.0923 4.3309 -1.0677
C4 0.9474 -1.1540 -2.9509
C5 0.0800 -0.0113 -3.2748
C6 -4.3764 0.0976 -1.0411
C7 2.6568 -3.3707 -2.5062
C8 -1.3292 4.3578 -0.9778
C9 -3.7903 2.4476 -0.9689
C10 1.2680 -3.5527 -2.6018
C11 -2.4715 2.0926 -1.2179
C12 1.0176 -2.6178 1.5682
C13 -1.3107 2.9859 -1.2231
C14 -4.7512 1.4463 -0.8991
C15 1.0539 2.9641 -1.3286
C16 -0.1107 5.0353 -0.9245
C17 3.1829 -2.0715 -2.5788
C18 2.0254 -1.5803 1.6473
C19 -3.0420 -0.2063 -1.3160
Be1 -0.5766 0.8421 -1.9502
H1 1.4756 -3.5545 1.8388
H2 3.3222 -4.2236 -2.3737
H3 -2.2967 4.8366 -0.8624
H4 -5.1036 -0.6956 -0.9660
H5 1.9415 2.3300 -1.4441
H6 2.0551 4.8296 -0.9986
H7 0.0751 -2.7514 2.1211
H8 4.2576 -1.9065 -2.4803
H9 0.8439 -4.5522 -2.5240
H10 -0.6595 -2.6152 -2.8812
H11 -4.0261 3.5127 -0.8675
H12 0.7478 -2.5134 0.5369
H13 -5.7971 1.7018 -0.7519
H14 -0.0988 6.1103 -0.7744
H15 -0.8301 -0.3305 -3.8040
H16 2.7431 -1.9070 2.3776
H17 2.7668 0.0370 -2.8452
H18 -2.6631 -1.2257 -1.4355
H19 0.6170 0.7819 -3.8190
H20 2.3039 -1.8467 0.5949
H21 2.5574 -0.5641 1.4201

Atom charges from the Mulliken analysis, given in e for atoms 1 to 2: number 1, I, carries -0.09; number 2, N, carries 0.05

***

This record from OMol25 describes a structure of composition C19H21Br2N3O2Pm at a distorted geometry. The level of theory is ωB97M-V with the def2-TZVPD basis set.

Computed properties:
relative energy (zero: lowest compared OMol25 entry of this formula, charge and spin)	0.248	eV
HOMO (spin up / spin down)	-10.66 / -10.67	eV
charge	+1
spin multiplicity	5
total energy	-6807.6831	a.u.

Geometry (Å):
Pm1 -0.1402 -0.3668 0.0106
Br1 4.2692 5.6051 -0.0198
Br2 4.9790 0.0447 0.3545
O1 1.9140 0.0537 0.3441
O2 -0.1306 -1.9853 -1.2554
N1 -2.4116 -0.6176 -1.7834
N2 0.2329 2.1478 -0.0411
N3 -2.6490 -0.3877 0.5117
C1 1.5878 2.3997 0.0720
C2 -4.6283 -0.2536 -0.8179
C3 1.3873 -3.0705 0.2843
C4 1.1768 4.7632 -0.0643
C5 -0.1568 4.4971 -0.1374
C6 2.4516 1.2708 0.2198
C7 0.0714 -3.1930 -0.4920
C8 3.8017 1.4999 0.2155
C9 -3.2526 -0.4443 -0.6836
C10 -2.0702 2.8733 -0.3089
C11 0.1256 -4.3691 -1.4445
C12 -4.7605 -0.0050 1.5650
C13 4.3409 2.8011 0.1342
C14 -5.3791 -0.0311 0.3146
C15 -1.0893 -3.3552 0.5037
C16 2.1076 3.7060 0.0217
C17 -0.6053 3.1630 -0.1531
C18 -3.4024 -0.1877 1.6080
C19 3.5158 3.8795 0.0564
H1 0.3351 -5.2948 -0.9058
H2 -2.5827 3.7178 -0.7649
H3 -0.9729 -4.2889 1.0545
H4 -0.8795 5.2981 -0.2112
H5 -6.4490 0.1121 0.2326
H6 -5.0840 -0.2904 -1.7984
H7 0.9076 -4.2099 -2.1866
H8 -2.0465 -3.3720 -0.0188
H9 -5.3206 0.1546 2.4747
H10 -0.8251 -4.4779 -1.9695
H11 1.3535 -2.3015 1.0675
H12 -2.2295 2.0015 -0.9425
H13 -1.7124 -1.3723 -1.7074
H14 -2.5366 2.6875 0.6617
H15 2.1955 -2.8119 -0.3982
H16 5.4136 2.9308 0.1460
H17 -1.1165 -2.5503 1.2516
H18 -2.8718 -0.1663 2.5532
H19 1.5361 5.7835 -0.0806
H20 1.6226 -4.0110 0.7817
H21 -2.8901 -0.6758 -2.6697

Atom charges from the Mulliken analysis, given in e for atoms 1 to 2: number 1, Pm, carries 1.41; number 2, Br, carries -0.19

***

This record from OMol25 describes a cluster of 14 separate species, C19H21BrCl39N2P in total at a distorted geometry. The level of theory is ωB97M-V with the def2-TZVPD basis set.

Computed properties:
HOMO	-8.72	eV
spin multiplicity	1
total energy	-21708.6205	a.u.

Geometry (Å):
Br1 6.4836 -0.8898 1.3609
Cl1 -12.7619 1.5339 -4.6123
Cl2 3.5120 5.9358 7.6594
Cl3 1.1405 -2.2161 -8.9041
Cl4 0.9522 3.1882 3.2368
Cl5 10.3534 -5.3644 2.1849
Cl6 -7.6435 1.3781 -2.7161
Cl7 0.3553 4.7636 -0.8098
Cl8 -1.3056 3.1448 -2.5717
Cl9 -3.3724 0.2993 -3.7390
Cl10 1.8905 -3.2249 -6.2767
Cl11 -0.3947 5.7724 -3.4373
Cl12 -5.3640 6.0682 -5.8826
Cl13 0.2296 -4.8437 -8.0385
Cl14 8.2878 -3.3911 2.7533
Cl15 -0.3543 -3.5412 -1.5704
Cl16 2.1472 -3.4924 -0.0792
Cl17 -3.4744 -1.7661 -5.7902
Cl18 -2.9043 4.8736 0.2796
Cl19 -2.2022 2.9018 6.2253
Cl20 -10.2830 0.3268 -5.5512
Cl21 0.4405 -5.2376 -4.4720
Cl22 -4.2837 2.0603 4.3699
Cl23 2.7678 1.3003 4.5108
Cl24 -10.8131 3.1457 -6.0573
Cl25 -2.3619 -5.9379 -4.8452
Cl26 3.7547 3.8885 3.6101
Cl27 -6.7474 0.3974 -0.1240
Cl28 2.1791 -3.2826 -2.9841
Cl29 -5.0217 2.1366 -1.6990
Cl30 -3.8152 2.2460 1.1452
Cl31 -3.2293 4.8341 -4.3324
Cl32 -2.1542 3.8648 2.9070
Cl33 9.8226 -4.5623 4.9342
Cl34 -3.1524 0.1486 6.2538
Cl35 2.5252 3.3477 8.5602
Cl36 0.7096 5.2355 7.2862
Cl37 -3.9213 7.6287 -3.8907
Cl38 -0.5463 -7.8258 -3.5712
Cl39 -5.8353 -1.1905 -4.1844
P1 4.2707 -3.1241 4.1121
N1 6.0444 -4.5101 0.8633
N2 2.8874 0.5465 0.3034
C1 -4.3897 -0.5053 -4.9462
C2 2.3702 4.6198 7.3366
C3 2.6129 2.5724 3.2873
C4 9.1104 -4.8479 3.3371
C5 -11.0385 1.8019 -4.9245
C6 0.0099 4.3290 -2.4925
C7 1.5451 -3.6595 -7.9593
C8 2.5944 -2.5339 4.8799
C9 -6.2457 0.8568 -1.7601
C10 4.6059 -1.0332 2.0733
C11 4.2316 -2.6368 2.2361
C12 -3.8008 6.3302 -5.0903
C13 -2.4996 3.4302 1.2244
C14 1.2895 -2.8829 -1.5048
C15 5.7450 -2.3192 5.0207
C16 -3.6028 1.8421 5.9910
C17 3.4790 -0.3597 1.0529
C18 5.3908 -3.5962 1.5060
C19 -0.7013 -6.5536 -4.7947
H1 -0.4637 -6.9839 -5.7710
H2 2.8505 2.1422 2.3110
H3 2.4423 -4.1121 -8.3893
H4 0.9071 3.8764 -2.9225
H5 6.7737 -2.6986 4.6054
H6 2.0315 -3.3785 5.4673
H7 2.6078 4.1895 6.3604
H8 1.2218 -1.7948 -1.4270
H9 1.9480 -2.1595 3.9782
H10 5.6347 -2.6146 6.1714
H11 2.8711 -1.6788 5.6559
H12 3.1522 -2.9042 1.8021
H13 -4.7074 0.2394 -5.6804
H14 8.3711 -5.6478 3.4278
H15 -5.8048 -0.0185 -2.2437
H16 5.6466 -1.1455 4.9535
H17 4.5971 -0.5147 3.1228
H18 -4.3663 2.1131 6.7246
H19 -3.0753 6.6300 -5.8508
H20 -1.6024 2.9776 0.7944
H21 -10.5538 2.0627 -3.9802

Atom charges from the Mulliken analysis, given in e for atoms 1 to 2: number 1, Br, carries -0.05; number 2, Cl, carries -0.12

***

This record from OMol25 describes a structure of composition C19H21CdNO2S at a distorted geometry. The level of theory is ωB97M-V with the def2-TZVPD basis set.

Computed properties:
relative energy (zero: lowest compared OMol25 entry of this formula, charge and spin)	1.715	eV
HOMO (spin up / spin down)	1.26 / -0.02	eV
charge	-2
spin multiplicity	1
total energy	-1507.5549	a.u.

Geometry (Å):
Cd1 0.6096 -1.3209 -0.6666
S1 0.0087 2.6481 2.2092
O1 1.2598 -2.9365 -3.3809
O2 -1.4922 -1.1269 -1.2747
N1 1.0771 1.4173 0.1829
C1 -2.4987 -0.5295 -0.5037
C2 1.7156 -2.5681 -2.0943
C3 -0.0455 -2.4719 -3.5676
C4 0.6811 3.0127 -1.6741
C5 -0.1807 4.8107 0.3366
C6 0.5726 -0.0234 3.5831
C7 1.1242 -1.3871 1.4935
C8 1.1691 -2.4722 2.3658
C9 0.3698 4.2797 -1.9976
C10 -2.5208 -1.0828 0.9612
C11 0.6775 1.1273 1.4347
C12 3.0364 -3.2857 -1.8982
C13 0.7060 -0.1464 2.1341
C14 0.2081 3.5380 0.6439
C15 0.5568 2.5558 -0.3000
C16 -2.2641 1.0272 -0.4654
C17 0.4010 -1.2650 4.3216
C18 0.7562 -2.4502 3.7295
C19 -0.0962 5.1980 -0.9701
H1 -3.4905 -0.7633 -0.8659
H2 -1.9583 1.3247 -1.4672
H3 -3.3567 -0.5983 1.4854
H4 -0.3614 6.1805 -1.2468
H5 1.4692 -3.3981 1.8394
H6 1.0388 2.2399 -2.2957
H7 -2.6188 -2.1087 0.9483
H8 3.1496 -3.4317 -0.8335
H9 -0.0650 -1.2967 5.2452
H10 0.3540 4.5999 -3.0944
H11 -0.7211 -2.8438 -2.8383
H12 -1.4655 1.2201 0.2523
H13 -3.1620 1.6429 -0.1339
H14 -0.1547 -1.3819 -3.5179
H15 -1.6076 -0.8944 1.4531
H16 3.0676 -4.2443 -2.3529
H17 -0.1591 5.2378 1.3454
H18 0.0403 0.7858 4.1186
H19 -0.3117 -2.7159 -4.5878
H20 3.9243 -2.6604 -2.2215
H21 0.5574 -3.4426 4.1650

Atom charges from the Mulliken analysis, given in e for atoms 1 to 2: number 1, Cd, carries 0.63; number 2, S, carries -0.49

***

This record from OMol25 describes a structure of composition C19H21CoO2 at a distorted geometry. The level of theory is ωB97M-V with the def2-TZVPD basis set.

Computed properties:
relative energy (zero: lowest compared OMol25 entry of this formula, charge and spin)	0.000	eV
HOMO (spin up / spin down)	-2.90 / -3.35	eV
charge	-1
spin multiplicity	4
total energy	-2269.6857	a.u.

Geometry (Å):
Co1 -0.0717 -1.0478 1.0478
O1 0.5983 0.5812 3.8938
O2 -0.1776 0.1620 -0.5675
C1 0.0433 0.3875 5.1884
C2 -1.1874 1.9153 2.7784
C3 1.2759 -2.4380 1.4185
C4 1.0452 2.0310 2.0071
C5 0.2491 1.8150 3.2762
C6 0.6441 1.0744 -6.0760
C7 0.1911 -2.9538 0.6319
C8 0.1913 2.2869 0.9695
C9 -0.1564 -0.8694 -2.4023
C10 -0.6844 -2.1471 2.6237
C11 0.8134 -0.8937 -4.6719
C12 -1.0243 -2.7543 1.3734
C13 0.1731 -0.2007 -3.5932
C14 1.0126 -0.2704 -5.8954
C15 0.0758 1.7944 -5.0136
C16 0.7355 -1.9802 2.6570
C17 -0.1548 1.1818 -3.7939
C18 -1.1825 2.2269 1.4459
C19 -1.1135 -0.3774 -1.4127
H1 -2.0480 2.4033 0.8115
H2 -0.2886 -0.6577 5.2537
H3 1.1076 -1.9352 -4.5161
H4 0.4151 2.6662 3.9640
H5 -2.0195 -3.0566 1.0592
H6 0.8010 1.5623 -7.0390
H7 0.4651 2.5140 -0.0552
H8 0.8349 0.5622 5.9337
H9 2.1232 1.9163 1.9810
H10 -0.1926 2.8436 -5.1432
H11 0.2770 -3.4317 -0.3387
H12 1.3206 -1.6249 3.4943
H13 -0.8058 1.0601 5.4036
H14 0.3748 -1.8034 -2.1906
H15 -1.3822 -1.9113 3.4216
H16 -0.5862 1.7291 -2.9507
H17 2.3252 -2.4337 1.1377
H18 -1.6670 -1.2322 -0.9636
H19 -1.7667 0.3846 -1.8570
H20 -2.0396 1.7471 3.4330
H21 1.4556 -0.8255 -6.7243

Atom charges from the Mulliken analysis, given in e for atoms 1 to 2: number 1, Co, carries 0.12; number 2, O, carries -0.25

***

This record from OMol25 describes the molecule C19H21FN2O2S. The level of theory is ωB97M-V with the def2-TZVPD basis set.

Computed properties:
SMILES	O=S(=O)(N/C(=N\C1CCCCC1)c1ccccc1F)c1ccccc1
relative energy (zero: lowest compared OMol25 entry of this formula, charge and spin)	1.031	eV
HOMO	-9.29	eV
spin multiplicity	1
total energy	-1494.6526	a.u.

Geometry (Å):
S1 0.3050 -1.3685 -1.9689
F1 -1.3728 -2.8095 1.6094
O1 0.6295 -2.7573 -2.0963
O2 -0.1927 -0.6843 -3.1219
N1 -0.8745 0.9375 0.0755
N2 -0.8067 -1.3073 -0.7002
C1 -1.3360 1.5202 -1.1538
C2 -0.7010 -0.2926 0.2704
C3 -3.0239 3.7146 -0.1256
C4 2.0281 0.7718 -1.7859
C5 3.0582 1.4801 -1.1877
C6 -0.8739 2.9807 -1.1851
C7 3.7292 0.9393 -0.1024
C8 0.6048 -1.3115 4.2228
C9 0.4846 0.2123 2.3743
C10 1.6902 -0.4676 -1.2843
C11 2.3605 -1.0254 -0.2134
C12 0.9281 -0.0933 3.6453
C13 3.3886 -0.3144 0.3822
C14 -0.2861 -0.6881 1.6367
C15 -0.1711 -2.2168 3.5233
C16 -0.6026 -1.8970 2.2486
C17 -3.4929 2.2648 -0.0636
C18 -2.8718 1.4560 -1.1972
C19 -1.5027 3.7720 -0.0427
H1 -3.2018 1.8514 -2.1597
H2 0.7230 1.1566 1.9122
H3 -3.4643 4.2841 0.6958
H4 -1.1791 3.3339 0.9023
H5 -0.4529 -3.1677 3.9474
H6 -3.3571 4.1658 -1.0636
H7 3.9198 -0.7356 1.2219
H8 -1.1605 3.4174 -2.1437
H9 0.2148 3.0152 -1.1041
H10 0.9491 -1.5557 5.2158
H11 -1.1621 4.8093 -0.0790
H12 3.3349 2.4522 -1.5667
H13 -0.9552 0.9875 -2.0316
H14 1.4852 1.1579 -2.6336
H15 -3.1822 0.4112 -1.1342
H16 -4.5820 2.2178 -0.1339
H17 4.5275 1.4953 0.3659
H18 -3.1922 1.8298 0.8915
H19 -0.9074 -2.2417 -0.3331
H20 1.5277 0.6197 4.1900
H21 2.0807 -2.0088 0.1312

Atom charges from the Mulliken analysis, given in e for atoms 1 to 2: number 1, S, carries 1.21; number 2, F, carries -0.37